Entry from the Open Molecules 2025 dataset: 10 unconnected molecules or ions with the total composition C18H56N8O10 (ωB97M-V with the def2-TZVPD basis set).

Last column: Löwdin charge in e.
Geometry (Å):
N: 26.46056 24.11956 -2.25063  0.198
C: 25.61954 24.69855 -1.51008  -0.692
N: 24.42424 24.19632 -1.50594  0.192
O: 25.95503 25.77497 -0.75033  -0.124
H: 27.27240 24.59944 -2.31860  0.088
H: 26.37055 23.25997 -2.88418  0.125
H: 23.65631 24.55884 -0.99667  0.113
H: 24.17293 23.34786 -1.97196  0.038
N: 29.05952 19.78794 -7.84799  0.175
C: 29.51518 18.91423 -8.70227  -0.599
N: 28.67171 17.87159 -8.74442  0.162
O: 30.69391 18.97501 -9.43039  -0.099
H: 29.58494 20.61737 -7.68720  0.129
H: 28.05638 19.72954 -7.60092  0.102
H: 28.99405 17.12223 -9.35802  0.135
H: 27.86429 17.72350 -8.18968  0.060
N: 25.66636 21.10345 -3.74588  0.163
C: 24.37276 21.21516 -3.70282  -0.586
N: 23.80018 20.85848 -4.81360  0.191
O: 23.75419 21.66892 -2.53845  -0.127
H: 26.14128 21.21947 -2.83185  0.085
H: 26.27268 20.57136 -4.47269  0.075
H: 22.79472 20.79065 -4.71306  0.132
H: 24.31906 20.62103 -5.64694  0.065
N: 25.88852 18.11873 -7.11853  0.197
C: 26.12704 19.25639 -6.53823  -0.509
N: 25.60391 20.32098 -7.10421  0.172
O: 26.90674 19.48324 -5.33679  -0.144
H: 26.18312 17.37481 -6.47031  0.161
H: 25.13159 17.95313 -7.74931  0.135
H: 25.92328 21.25792 -6.74086  0.110
H: 25.03898 20.26344 -7.92864  0.137
C: 30.84203 16.75911 -4.28441  -0.011
C: 30.57244 17.77303 -5.43342  -0.611
C: 31.57711 17.60691 -6.54495  -0.040
O: 29.42629 17.82468 -5.93159  -0.012
H: 30.34115 17.06250 -3.40017  0.034
H: 31.87830 16.89295 -4.04875  0.068
H: 30.67580 15.70272 -4.43589  0.079
H: 30.82457 18.76325 -5.02385  0.134
H: 32.51440 17.16047 -6.18229  0.090
H: 31.75341 18.44111 -7.14950  0.050
H: 31.22170 16.89636 -7.26503  0.079
H: 29.44153 18.31575 -6.76000  0.032
C: 30.91221 18.49688 -0.25768  -0.026
C: 30.14431 19.74384 0.13803  -0.672
C: 30.27308 20.84574 -0.88999  -0.031
O: 28.94576 19.53205 0.37425  0.002
H: 30.86956 18.33900 -1.36075  0.082
H: 30.48057 17.65421 0.38594  0.104
H: 31.94978 18.59423 0.10945  0.083
H: 30.64266 20.16430 1.05151  0.152
H: 29.67359 21.70829 -0.67022  0.065
H: 29.84288 20.49753 -1.85126  0.064
H: 31.25493 21.33024 -1.11690  0.109
H: 28.98950 19.03960 1.19626  0.142
C: 26.69610 24.71404 -7.12750  -0.020
C: 26.37872 24.02536 -5.83466  -0.638
C: 25.29569 24.74089 -5.08461  -0.020
O: 25.95997 22.86363 -6.06818  -0.047
H: 27.62709 24.23143 -7.38975  0.076
H: 26.84582 25.79652 -7.00088  0.096
H: 25.89274 24.57833 -7.86496  0.093
H: 27.26698 23.86080 -5.25383  0.123
H: 24.53466 25.12451 -5.75221  0.093
H: 25.73498 25.46588 -4.37795  0.101
H: 24.77035 24.06110 -4.45196  0.053
H: 25.64268 22.46131 -5.25841  0.051
C: 25.62393 20.23037 0.06524  -0.006
C: 26.29237 21.46535 -0.52502  -0.559
C: 27.08681 22.30505 0.54189  -0.008
O: 27.22012 21.12229 -1.31613  -0.071
H: 24.58784 20.49142 0.15703  0.073
H: 26.00067 19.93851 1.04207  0.077
H: 25.74749 19.32366 -0.58513  0.085
H: 25.59037 22.07757 -0.94329  0.063
H: 26.38340 22.32345 1.33538  0.055
H: 27.16322 23.43833 0.45414  0.102
H: 27.93673 21.84789 0.95581  0.047
H: 27.77921 20.44522 -0.94076  0.055
C: 29.46007 21.71597 -4.63037  -0.129
O: 28.70011 22.57458 -3.79400  -0.121
H: 30.08884 21.06008 -4.01059  0.075
H: 30.04995 22.23335 -5.30181  0.050
H: 28.70108 21.18584 -5.29882  0.079
H: 28.09356 22.10940 -3.22781  0.021
C: 27.69364 18.31611 -2.34499  -0.191
O: 28.39878 19.06728 -3.23541  -0.134
H: 26.66067 18.57766 -2.29595  0.064
H: 28.06430 18.23181 -1.37117  0.057
H: 27.79763 17.30896 -2.66088  0.078
H: 28.02795 18.91268 -4.14773  0.050

Its SMILES is NC(N)=O.NC(N)=O.NC(N)=O.NC(N)=O.CC(C)O.CC(C)O.CC(C)O.CC(C)O.CO.CO. The calculation puts the HOMO energy at -8.32 eV. The value obtained for the total energy is -51964.2125 eV. The value obtained for the HOMO-LUMO gap is 7.49 eV. The value obtained for the energy above the lowest of the compared OMol25 structures with the same formula, charge and spin is 8.075 eV. The multiplicity is 1.